1.
This record from the Open Molecules 2025 dataset describes 3 unconnected molecules or ions with the total composition C2H12NO2S in a non-equilibrium geometry. The level of theory is ωB97M-V with the def2-TZVPD basis set.

largest force on an atom: 1.1 eV Å⁻¹
E_LUMO: -3.2 eV
net charge: +1
energy above the lowest of the compared OMol25 structures with the same formula, charge and spin: 12.3 kcal/mol
DFT total energy: -18682.6939 eV
HOMO: -13.0 eV

Last column: Löwdin charge in e.
Cartesian coordinates (Å):
1 H -1.77 -0.71 -0.61  0.101
2 H 2.47 -1.33 1.10  0.070
3 H 0.82 1.41 1.46  -0.114
4 H -4.27 -1.85 0.59  0.055
5 H -0.29 1.22 -1.59  0.074
6 H 0.06 -1.43 -1.69  0.175
7 H 3.66 -0.92 0.30  0.079
8 H -3.94 -0.41 1.08  0.052
9 H 1.16 -0.84 -0.66  0.082
10 H -0.88 -0.48 0.91  0.119
11 O -3.66 -1.11 0.49  -0.051
12 H 0.28 -2.17 -0.22  0.169
13 C -0.49 1.11 -0.52  -0.514
14 O 2.72 -1.10 0.19  -0.082
15 N 0.21 -1.27 -0.69  0.157
16 S 1.08 1.70 0.17  0.760
17 C -0.84 -0.36 -0.16  -0.212
18 H -1.33 1.73 -0.23  0.082

***

2.
This record from the Open Molecules 2025 dataset describes 2 unconnected molecules or ions with the total composition C4H9O3 in a non-equilibrium geometry. The level of theory is ωB97M-V with the def2-TZVPD basis set.

largest force on an atom: 5.1 eV Å⁻¹
E_LUMO: 3.5 eV
net charge: -1
energy above the lowest of the compared OMol25 structures with the same formula, charge and spin: 47.5 kcal/mol
DFT total energy: -10436.4063 eV
HOMO: -4.0 eV

Last column: Löwdin charge in e.
Cartesian coordinates (Å):
1 O 0.39 -0.58 0.46  -0.131
2 C 0.15 -2.72 1.05  -0.131
3 O -1.25 1.98 -2.15  -0.098
4 H 0.77 -3.19 0.28  0.081
5 H 1.16 3.14 -0.18  0.087
6 C -0.14 2.48 -1.91  -0.903
7 H -1.09 -1.05 1.69  0.102
8 H 0.78 -2.54 1.88  0.051
9 C -0.61 -1.50 0.82  -0.386
10 H -0.14 0.14 -0.09  0.113
11 H -1.51 -1.60 0.10  0.137
12 H -0.09 2.27 0.42  0.047
13 O 0.63 3.06 -2.60  -0.039
14 H 1.04 1.35 -0.68  0.066
15 H -0.54 -3.55 1.47  0.096
16 C 0.45 2.29 -0.53  -0.092

***

3.
This record from the Open Molecules 2025 dataset describes a molecular structure, C28H33FIrN9O3P. The level of theory is ωB97M-V with the def2-TZVPD basis set.

multiplicity: 6
largest force on an atom: 0.3 eV Å⁻¹
E_LUMO (spin up / spin down): -9.4 / -12.7 eV
net charge: +4
energy above the lowest of the compared OMol25 structures with the same formula, charge and spin: 14.1 kcal/mol
DFT total energy: -63929.4127 eV
HOMO (spin up / spin down): -17.4 / -17.4 eV

Last column: Löwdin charge in e.
Cartesian coordinates (Å):
1 N 2.01 -0.02 1.41  0.012
2 C -0.25 -3.20 1.07  -0.251
3 H -1.50 -10.81 -2.92  0.154
4 C 3.93 0.39 2.50  0.106
5 N -0.57 -8.65 -0.46  -0.044
6 O 0.94 -1.41 4.05  0.130
7 F -1.00 -6.55 -2.24  0.093
8 H -1.69 -12.22 -0.99  0.193
9 C -0.73 -6.27 -0.96  -0.168
10 H -4.36 1.88 4.62  0.115
11 H 0.34 4.96 -0.07  0.148
12 C -3.66 0.68 0.82  0.008
13 H 0.89 -10.14 -0.18  0.145
14 N 0.16 -5.26 2.96  0.009
15 H -1.97 -8.64 -2.04  0.141
16 N 0.06 1.73 0.29  -0.164
17 P -0.18 1.12 3.04  1.092
18 C -0.01 -9.76 0.31  -0.114
19 H -3.59 3.33 3.95  0.113
20 H -0.29 -8.64 -2.59  0.145
21 N -2.37 0.56 1.07  0.001
22 C 0.24 -1.60 3.08  -0.488
23 H 1.01 -7.06 3.60  0.127
24 C -3.48 2.27 4.12  0.042
25 C 0.24 3.93 0.21  0.010
26 H -2.66 -10.92 -0.85  0.189
27 C -0.97 -9.03 -1.83  -0.105
28 H -0.83 -4.21 -1.36  0.148
29 H 1.12 4.32 3.21  0.098
30 H 0.12 5.47 2.31  0.113
31 H -0.65 4.25 3.33  0.092
32 C 3.04 1.52 4.56  0.051
33 C 1.74 0.63 2.59  -0.271
34 H -5.32 1.61 2.10  0.166
35 H 0.02 -10.97 -2.04  0.144
36 C -0.37 -4.59 0.72  -0.057
37 C -4.29 1.34 1.94  0.102
38 H 0.94 -5.80 4.81  0.132
39 H -1.84 -10.57 1.16  0.142
40 C 0.05 2.20 1.54  -0.470
41 O -0.37 -2.35 0.12  -0.230
42 C -0.67 -4.96 -0.61  0.103
43 C -0.24 -6.96 1.27  0.072
44 H 2.24 1.14 5.19  0.103
45 H -0.11 -7.72 2.02  0.093
46 H 0.52 -3.79 4.33  0.161
47 N -1.68 -11.20 -0.85  0.089
48 H -2.59 2.07 4.72  0.090
49 H 3.82 -0.65 0.50  0.145
50 C -1.04 -10.87 0.49  -0.046
51 C -0.98 -10.54 -2.00  -0.074
52 C 0.05 -2.92 2.44  -0.012
53 H 0.30 -9.44 1.29  0.123
54 C -0.94 -6.83 4.55  -0.042
55 H 0.23 2.69 -1.63  0.130
56 H -4.14 0.35 -0.08  0.144
57 N 2.93 0.88 3.24  -0.058
58 H 2.97 2.60 4.45  0.105
59 H -0.74 -7.60 5.30  0.099
60 H 4.00 1.25 4.99  0.115
61 H -1.56 -7.28 3.77  0.075
62 N -3.31 1.58 2.82  -0.072
63 C 0.37 -6.29 4.02  -0.150
64 C -0.51 -7.34 -0.05  -0.099
65 H 4.97 0.44 2.79  0.166
66 C 3.31 -0.18 1.32  0.021
67 C 0.26 -3.99 3.30  0.060
68 C -0.16 -5.62 1.65  -0.098
69 H -1.53 -6.05 5.03  0.091
70 C -2.13 1.10 2.32  -0.213
71 Ir -0.19 -0.34 0.19  1.413
72 O -0.43 -0.56 2.50  -0.371
73 C 0.19 4.44 2.67  0.030
74 C 0.19 2.80 -0.56  -0.057
75 H -0.58 -11.77 0.87  0.147
76 N 0.15 3.54 1.52  -0.084

***

4.
This record from the Open Molecules 2025 dataset describes a molecular structure, C16H16CoN4O3S4 in a non-equilibrium geometry. The level of theory is ωB97M-V with the def2-TZVPD basis set.

largest force on an atom: 2.4 eV Å⁻¹
E_LUMO (spin up / spin down): -3.6 / -3.6 eV
net charge: +1
energy above the lowest of the compared OMol25 structures with the same formula, charge and spin: 21.1 kcal/mol
DFT total energy: -109918.5822 eV
HOMO (spin up / spin down): -10.9 / -10.9 eV

Last column: Löwdin charge in e.
Cartesian coordinates (Å):
1 C 0.70 -5.23 -0.71  -0.040
2 C 2.73 3.04 -0.62  -0.023
3 N 1.43 -0.68 2.66  0.143
4 H 3.78 -0.82 -0.74  0.095
5 C -0.10 -3.03 -1.19  -1.186
6 H 3.79 2.82 -0.54  0.114
7 C 2.31 4.33 -0.68  -0.072
8 H 0.59 -4.98 0.34  0.059
9 H 3.02 5.14 -0.65  0.109
10 C -2.98 -0.25 0.97  -0.318
11 H 2.01 -0.46 3.44  0.111
12 H 4.29 0.64 0.13  0.102
13 H 1.84 -0.74 1.74  0.084
14 H -0.10 -5.89 -1.02  0.105
15 C -3.34 -0.30 -1.24  -0.645
16 Co -0.46 -0.44 -0.34  0.322
17 C 3.69 0.26 -0.70  0.018
18 H 0.59 5.63 -0.79  0.115
19 N -3.10 -0.39 -2.55  0.131
20 C 0.42 2.24 -0.72  -0.288
21 S -0.71 -0.18 4.23  1.112
22 C 0.93 4.60 -0.76  -0.045
23 H -4.96 -0.03 1.85  0.089
24 N -0.71 -0.48 1.69  -0.035
25 H -1.05 3.78 -0.89  0.122
26 S -0.09 -1.71 -2.25  0.824
27 C -2.22 -0.09 3.39  -0.311
28 H 1.66 -5.68 -0.91  0.101
29 C -4.31 -0.13 1.00  -0.313
30 C 0.01 3.58 -0.80  0.006
31 C 1.80 1.96 -0.62  -0.097
32 H -3.84 -0.25 -3.22  0.112
33 C -2.03 -0.27 2.07  -0.328
34 H -2.16 -0.51 -2.87  0.032
35 H 4.07 0.70 -1.62  0.104
36 O 0.65 -4.04 -1.53  -0.161
37 O 1.47 -0.34 -0.21  -0.112
38 N -2.43 -0.37 -0.30  -0.040
39 C 2.24 0.61 -0.50  -0.319
40 C 0.10 -0.46 2.73  -0.648
41 S -4.94 -0.14 -0.61  1.114
42 O -0.51 1.32 -0.80  -0.105
43 S -0.94 -2.85 0.24  0.873
44 H -3.14 0.09 3.92  0.088